Density functional theory data (ωB97M-V with the def2-TZVPD basis set) for a 6-piece molecular cluster, C43H68F4NO17P2 overall at a distorted geometry.

Calculated values
Frontier orbital gap: 6.84 eV
2S+1: 1
Charge: -1
E_HOMO: -4.98 eV
E_LUMO: 1.85 eV

```
135
Properties=species:S:1:pos:R:3:forces:R:3
C -1.1777 1.2709 5.1308 0.64 0.06 -0.35
C -0.0827 0.4775 5.2992 -0.39 0.17 0.44
C 1.2931 1.1451 5.2297 -0.46 0.14 -1.02
O 1.3649 2.3350 5.0712 0.13 -0.22 0.14
O 2.4625 0.4079 5.4051 -0.90 -0.15 -0.33
C 3.1649 0.1300 4.1806 0.08 -0.49 -1.14
C 2.3512 0.3413 2.8621 1.28 -0.29 -0.38
C 3.3145 -0.1302 1.6727 -1.79 -1.21 0.66
C 2.4620 -1.0096 0.6878 0.97 0.20 -0.83
C 1.4716 -0.1693 -0.2620 1.16 -1.98 0.70
C 0.0293 -0.4124 0.2371 0.68 -0.58 1.03
P -1.5389 0.0956 -0.7546 0.70 -0.37 1.87
C -1.7603 1.7648 0.2216 -0.20 1.12 0.70
C -0.4423 2.4354 0.7288 0.68 1.13 0.41
P -0.7071 4.2591 1.1215 -1.40 -0.34 -0.13
O -2.1521 4.6090 1.2179 1.31 0.37 -0.55
O 0.0102 4.5664 2.5916 0.27 0.30 -1.98
C 0.1359 5.9633 2.8783 -0.21 1.35 1.58
C -1.1585 6.5933 3.5501 0.44 0.52 -1.07
O 0.1036 5.1832 -0.0671 -0.17 -1.16 1.99
C 1.5132 4.8988 -0.0621 1.78 -1.23 -0.68
C 1.9777 4.1599 -1.3932 -0.78 -0.23 0.52
C -0.6789 0.9180 -2.2248 -0.26 0.04 -3.14
O -0.7161 2.3534 -2.3061 0.02 -0.22 2.34
O -0.8393 2.7374 -3.6383 0.03 0.42 -1.79
C -1.4486 -1.7059 -1.5192 -0.39 -0.60 -0.07
C -2.2307 -2.7088 -0.7620 1.88 -1.07 -2.79
C -2.1502 -4.0583 -1.2721 0.97 2.58 -0.22
C -1.3137 -4.2376 -2.4370 -0.51 -1.87 0.21
N -0.5970 -3.3532 -3.1396 -0.74 1.18 1.57
C -0.6610 -2.0588 -2.6729 -1.12 -1.40 1.25
C -3.2565 0.2870 -1.6370 -2.23 0.32 -0.35
F -3.5217 1.5142 -2.2581 0.32 -0.65 0.37
F -3.4880 -0.6548 -2.6653 0.45 0.88 0.84
C -4.5000 0.0629 -0.6536 -0.56 -0.06 -1.91
F -4.8378 1.2205 0.0039 0.52 -1.14 -0.14
F -5.5995 -0.2267 -1.4952 0.62 0.36 0.99
H -2.1133 1.1385 5.7173 0.44 -0.63 -1.26
H -1.1381 2.0931 4.3779 0.16 0.02 1.45
H -0.2594 -0.5963 5.5146 0.69 0.97 0.70
H 3.4185 -0.9663 4.2132 -0.21 0.96 0.10
H 4.1384 0.6710 4.0783 -0.77 -0.06 0.55
H 2.0943 1.4013 2.6360 -0.17 -0.76 0.66
H 1.4576 -0.3299 2.9136 0.55 0.80 -0.21
H 4.0718 -0.8183 2.1374 -0.16 0.85 -0.57
H 3.7594 0.7263 1.1203 -0.05 -0.63 0.56
H 3.2027 -1.5610 0.0346 -0.65 0.48 0.45
H 1.9009 -1.8115 1.2397 0.38 0.83 -0.30
H 1.9014 0.8570 -0.2838 -0.74 -0.43 -0.18
H 1.6191 -0.6721 -1.2576 -0.36 0.88 0.64
H -0.0338 -0.1552 1.3378 -0.14 0.26 -1.09
H -0.0352 -1.5390 0.3119 -0.04 1.08 -0.25
H -2.2790 -0.4819 0.3735 -0.03 -0.34 -0.21
H -2.3294 2.5369 -0.3420 0.37 -0.61 0.22
H -2.3737 1.5762 1.1484 0.48 -0.05 -0.94
H -0.0374 2.0092 1.6867 -0.40 0.18 -0.90
H 0.3806 2.4417 -0.0218 -0.61 -0.27 0.44
H 0.9663 6.1100 3.6206 -0.56 -0.63 -0.78
H 0.3978 6.5983 1.9986 -0.15 -0.85 0.34
H -0.8365 7.2274 4.4091 -0.42 -0.68 -0.39
H -1.9306 5.8369 3.8069 0.72 0.51 -0.03
H -1.5958 7.2972 2.7934 0.04 -0.70 0.73
H 2.1487 5.8143 0.0570 -1.00 -0.44 0.05
H 1.7849 4.1962 0.7755 -0.31 0.89 -0.48
H 2.9969 4.4651 -1.7206 -0.84 0.08 0.13
H 2.0179 3.0465 -1.2502 -0.15 1.00 -0.08
H 1.1778 4.3389 -2.1503 0.90 -0.05 0.25
H 0.3457 0.6018 -2.5249 -0.39 0.04 0.67
H -1.2965 0.5966 -3.1219 0.48 0.09 0.95
H -1.3791 3.5486 -3.6024 0.09 -0.34 0.35
H -2.8085 -2.4512 0.1439 0.47 -0.04 -0.69
H -2.6590 -4.9107 -0.7843 0.40 0.56 -0.55
H -1.2335 -5.2992 -2.7891 -0.08 1.51 0.21
H -0.0290 -1.3571 -3.2460 -0.65 -0.25 0.55
H -4.3980 -0.8274 -0.0028 0.02 0.91 -0.02
O -0.4947 -2.3218 3.9089 0.29 0.08 0.28
C -0.2332 -3.2662 4.5967 -0.22 -0.01 -0.74
O 0.7939 -3.2849 5.4828 -0.04 0.15 -0.01
C 0.9080 -4.5923 6.0607 0.26 -0.33 0.29
C -0.4553 -5.2296 5.8849 -0.26 -0.29 0.04
C -0.9345 -4.6037 4.5832 -0.08 -0.22 0.54
H 1.6894 -5.1396 5.5291 -0.05 0.04 -0.03
H 1.1888 -4.5039 7.1102 0.06 0.23 -0.09
H -0.4230 -6.3189 5.8640 0.09 0.05 0.00
H -1.1146 -4.9290 6.7037 0.05 -0.02 -0.03
H -0.6004 -5.1701 3.7112 -0.05 0.11 -0.06
H -2.0151 -4.4782 4.5675 0.08 0.09 -0.32
O 1.7380 -6.1429 1.6548 0.08 -0.04 0.56
C 2.5857 -5.3609 1.9864 -0.38 0.02 -0.51
O 2.7940 -4.9818 3.2751 -0.14 -0.27 -0.20
C 3.8014 -3.9580 3.3186 0.25 0.35 0.17
C 4.5893 -4.1205 2.0342 0.30 0.12 -0.21
C 3.5309 -4.6272 1.0672 0.47 0.00 0.24
H 3.3061 -2.9860 3.3822 -0.05 -0.06 -0.02
H 4.4239 -4.0952 4.2026 -0.23 -0.10 0.07
H 5.0780 -3.2017 1.7101 -0.08 0.01 0.08
H 5.3612 -4.8836 2.1664 -0.02 0.06 0.02
H 2.9927 -3.8081 0.5854 -0.05 -0.13 -0.05
H 3.9520 -5.2993 0.3224 -0.31 0.03 -0.12
O -0.8700 6.1490 -5.3248 -0.15 -0.34 0.30
C -1.1344 6.6943 -4.2903 -0.11 -0.01 -0.42
O -1.7883 6.0954 -3.2586 0.32 0.16 -0.41
C -2.0358 7.0661 -2.2221 -0.15 0.05 0.42
C -1.0124 8.1584 -2.4489 0.17 0.35 0.14
C -0.8402 8.1360 -3.9565 0.22 0.11 0.53
H -3.0609 7.4319 -2.3244 0.02 -0.06 -0.07
H -1.9187 6.6020 -1.2486 -0.08 -0.33 -0.04
H -1.3239 9.1269 -2.0572 -0.06 -0.08 0.03
H -0.0693 7.8876 -1.9669 -0.08 -0.03 0.02
H -1.5703 8.7728 -4.4602 0.08 -0.04 -0.11
H 0.1718 8.4057 -4.2518 -0.15 -0.02 -0.32
O 0.1028 2.0928 -10.0556 0.20 -0.16 0.28
C -0.4148 2.1611 -8.9738 -0.11 -0.10 -0.44
O -0.0398 1.4079 -7.9113 0.00 0.27 -0.45
C -0.9312 1.6582 -6.8083 -0.08 -0.26 0.59
C -1.5390 3.0112 -7.0824 -0.20 0.43 0.11
C -1.5856 3.0444 -8.6009 0.12 0.19 0.50
H -1.6806 0.8627 -6.7813 0.05 -0.01 -0.03
H -0.3712 1.6487 -5.8751 0.07 -0.15 -0.14
H -2.5106 3.1511 -6.6093 0.07 -0.08 0.05
H -0.8712 3.7945 -6.7157 -0.09 -0.02 0.02
H -2.5043 2.6004 -8.9902 0.06 0.04 -0.12
H -1.4532 4.0525 -8.9888 -0.07 -0.16 -0.27
O -1.7106 -7.0701 -2.1016 -0.39 -1.15 0.21
C -1.0619 -7.8338 -1.4469 0.07 0.70 -0.09
O -1.5326 -9.0237 -0.9826 -0.04 0.06 -0.11
C -0.5416 -9.6370 -0.1450 0.10 -0.22 0.16
C 0.7760 -9.0143 -0.5625 0.42 0.00 0.07
C 0.3559 -7.6141 -0.9757 0.18 -0.46 -0.02
H -0.7888 -9.4251 0.8987 0.01 0.03 -0.03
H -0.5525 -10.7161 -0.2977 -0.23 0.07 -0.05
H 1.5299 -9.0330 0.2247 -0.09 0.00 0.03
H 1.1797 -9.5469 -1.4280 -0.04 -0.02 0.06
H 0.3463 -6.9246 -0.1286 0.04 0.06 -0.14
H 0.9783 -7.2250 -1.7787 -0.19 0.30 0.08
```
Forces are in eV/Å.